No. 1
ORCA calculation (ωB97M-V/def2-TZVPD) on a 2-piece molecular cluster, C3H8N2O2 overall in a non-equilibrium geometry.

Computed properties:
* energy above the lowest of the compared OMol25 structures with the same formula, charge and spin: 117.8 kcal/mol
* molecular weight: 104.109 g mol⁻¹
* net charge: 0
* orbital gap: 10.3 eV
* structure (SMILES): [H]/N=C(/C)ON=O.C
* F_max: 5.84 eV/Å
* E: -378.95325 a.u.

Atoms and positions in Å:
C: 0.37 1.39 1.23
C: -1.41 -1.83 -0.51
C: 0.38 1.33 -0.21
N: 2.09 -0.31 -0.01
N: -0.35 1.96 -0.95
O: 2.48 -1.37 -0.33
O: 1.08 0.24 -0.77
H: 0.26 0.30 1.69
H: 1.34 1.87 1.70
H: -0.55 2.08 1.56
H: -1.21 -1.21 -1.28
H: -0.42 -1.93 0.00
H: -2.04 -1.41 0.33
H: -1.78 -2.87 -0.53
H: -0.25 1.74 -1.91

No. 2
ORCA calculation (ωB97M-V/def2-TZVPD) on a 2-piece molecular cluster, C3H8N2O2 overall in a non-equilibrium geometry.

Computed properties:
* energy above the lowest of the compared OMol25 structures with the same formula, charge and spin: 99.4 kcal/mol
* molecular weight: 104.109 g mol⁻¹
* net charge: 0
* orbital gap (alpha / beta): 8.7 / 8.7 eV
* structure (SMILES): C=C(O)O.C=NN
* F_max: 4.42 eV/Å
* E: -378.98256 a.u.

Atoms and positions in Å:
C: 0.48 0.00 -1.28
C: -0.49 0.94 -1.18
C: 0.50 -0.83 1.21
N: -0.75 -0.66 1.57
N: -0.96 0.48 2.24
O: 0.20 -1.25 -1.79
O: 1.76 0.42 -1.57
H: -0.76 -1.39 -1.70
H: 2.18 -0.34 -2.00
H: -1.96 0.68 2.33
H: -0.50 1.30 1.85
H: -0.31 1.88 -0.67
H: -1.51 0.78 -1.49
H: 1.30 -0.17 1.57
H: 0.81 -1.84 0.90

No. 3
ORCA calculation (ωB97M-V/def2-TZVPD) on C3H8N2O2 as an isolated structure in a non-equilibrium geometry.

Computed properties:
* energy above the lowest of the compared OMol25 structures with the same formula, charge and spin: 172.1 kcal/mol
* molecular weight: 104.109 g mol⁻¹
* net charge: 0
* orbital gap (alpha / beta): 7.6 / 7.6 eV
* F_max: 1.34 eV/Å
* E: -378.86674 a.u.

Atoms and positions in Å:
C: 0.57 -1.77 0.74
C: 0.29 -0.83 -0.42
O: 1.38 -0.08 -0.81
H: -0.18 -1.35 -1.27
H: 1.26 -2.56 0.44
H: -0.36 -2.23 1.07
H: 1.02 -1.22 1.57
N: 0.35 1.37 -0.76
C: -0.74 0.34 0.03
O: 0.56 2.65 -0.29
N: -1.95 0.41 -0.47
H: 1.00 2.54 0.56
H: -0.03 1.47 -1.70
H: -2.65 0.67 0.22
H: -0.54 0.59 1.09

No. 4
ORCA calculation (ωB97M-V/def2-TZVPD) on one molecule with the formula C3H8N2OS in a non-equilibrium geometry.

Computed properties:
* energy above the lowest of the compared OMol25 structures with the same formula, charge and spin: 48.3 kcal/mol
* molecular weight: 120.177 g mol⁻¹
* net charge: 0
* orbital gap: 10.2 eV
* structure (SMILES): [H]/N=C\NSCOC
* F_max: 1.38 eV/Å
* E: -702.00050 a.u.

Atoms and positions in Å:
C: -2.44 -0.49 -0.02
C: -0.60 0.74 -0.49
C: 2.39 -0.50 0.42
H: -3.03 0.01 -0.79
H: -3.10 -0.76 0.80
H: -2.05 -1.41 -0.41
H: -1.14 1.38 -1.22
H: -0.19 -0.11 -1.05
H: 1.18 0.18 1.94
H: 2.65 -1.30 1.12
H: 2.59 0.37 -1.20
N: 1.46 0.37 0.98
N: 2.94 -0.46 -0.72
O: -1.45 0.34 0.55
S: 0.79 1.65 0.11

No. 5
ORCA calculation (ωB97M-V/def2-TZVPD) on one molecule with the formula C3H8N2OS in a non-equilibrium geometry.

Computed properties:
* energy above the lowest of the compared OMol25 structures with the same formula, charge and spin: 151.8 kcal/mol
* molecular weight: 120.177 g mol⁻¹
* net charge: 0
* orbital gap: 9.1 eV
* structure (SMILES): C[SH]1=NCOCN=1
* F_max: 4.46 eV/Å
* E: -701.83555 a.u.

Atoms and positions in Å:
C: 1.51 -1.26 0.06
C: 1.34 1.19 0.14
C: -2.17 0.10 -0.65
N: 0.12 -1.41 0.57
N: 0.00 1.18 0.54
O: 1.81 0.00 -0.50
S: -0.73 -0.15 0.46
H: 2.14 -1.55 0.98
H: 1.55 -1.78 -0.91
H: 1.59 1.99 -0.62
H: 2.03 1.59 0.99
H: -3.03 0.27 -0.03
H: -2.01 0.93 -1.20
H: -2.47 -0.77 -1.42
H: -1.67 -0.32 1.61

No. 6
ORCA calculation (ωB97M-V/def2-TZVPD) on one molecule with the formula C3H8N2OS in a non-equilibrium geometry.

Computed properties:
* energy above the lowest of the compared OMol25 structures with the same formula, charge and spin: 50.6 kcal/mol
* molecular weight: 120.177 g mol⁻¹
* net charge: 0
* orbital gap: 10.2 eV
* structure (SMILES): [H]/N=C\NSCOC
* F_max: 2.03 eV/Å
* E: -701.99689 a.u.

Atoms and positions in Å:
C: 1.19 1.34 1.78
C: 0.84 0.61 -0.39
C: -1.83 -1.55 -1.00
H: 1.88 2.18 1.51
H: 1.47 0.97 2.76
H: 0.20 1.75 1.84
H: 1.52 1.33 -0.78
H: -0.15 1.02 -0.39
H: -0.26 -2.12 0.26
H: -2.47 -2.12 -0.32
H: -1.56 -0.21 -2.27
N: -0.45 -1.77 -0.66
N: -2.31 -0.74 -1.83
O: 1.19 0.21 0.93
S: 0.75 -0.92 -1.42

No. 7
ORCA calculation (ωB97M-V/def2-TZVPD) on one molecule with the formula C3H8N2OS in a non-equilibrium geometry.

Computed properties:
* energy above the lowest of the compared OMol25 structures with the same formula, charge and spin: 99.4 kcal/mol
* molecular weight: 120.177 g mol⁻¹
* net charge: 0
* orbital gap: 9.6 eV
* structure (SMILES): C/C(=N\O)N(C)S
* F_max: 5.42 eV/Å
* E: -701.91916 a.u.

Atoms and positions in Å:
C: -0.15 -1.60 -1.18
C: -0.10 0.30 0.18
C: -0.29 0.96 1.45
H: -1.23 -1.39 -1.35
H: 0.21 -2.63 -1.27
H: 0.35 -0.90 -1.98
H: 2.61 -1.22 0.50
H: -1.53 1.16 1.61
H: -0.07 0.31 2.35
H: 0.33 2.02 1.64
H: -1.01 2.64 -1.53
N: 0.28 -1.06 0.13
N: -0.26 0.87 -0.93
O: -0.62 2.23 -0.68
S: 1.48 -1.67 1.07

No. 8
ORCA calculation (ωB97M-V/def2-TZVPD) on C3H8N2OS as an isolated structure in a non-equilibrium geometry.

Computed properties:
* energy above the lowest of the compared OMol25 structures with the same formula, charge and spin: 317.4 kcal/mol
* molecular weight: 120.177 g mol⁻¹
* net charge: 0
* orbital gap: 5.8 eV
* F_max: 5.48 eV/Å
* E: -701.57173 a.u.

Atoms and positions in Å:
C: 1.59 -0.92 0.49
C: 1.18 0.41 -0.38
C: -1.01 -0.62 -0.74
H: 2.60 -1.59 -0.17
H: 0.47 -1.80 0.81
H: 1.81 -0.09 1.77
H: 1.63 1.20 0.15
H: 1.45 0.25 -1.42
H: 0.14 2.69 0.76
H: -0.46 -1.02 -1.59
H: -2.59 0.48 1.38
N: -0.25 0.35 -0.03
N: -2.29 -0.90 -0.75
O: -0.93 1.59 -0.53
S: -3.35 -0.03 0.25